Entry 1:
Below is a single C14H17NO4 molecule at a distorted geometry, with properties calculated with ωB97M-V/def2-TZVPD.

Values from the calculation:
Kohn-Sham gap   8.689 eV
E_HOMO   -0.3058 hartree
Structure (SMILES)   CCCCOC(=O)Cn1c(=O)oc2ccc(C)cc21
LUMO level   0.0135 Eh
Total charge   0
Total energy   -24461.8292 eV
Maximum force   19.505 eV/Å

CARTESIAN COORDINATES (ANGSTROEM)
1 C 1.96937 -4.62705 -0.39203
2 C 1.05369 -3.32026 -0.13841
3 C 0.22432 -2.91668 -1.48281
4 C -0.57606 -1.81413 -1.19477
5 H -0.93846 -1.52968 -2.08638
6 H -1.23991 -2.14620 -0.33290
7 O 0.16338 -0.88860 -0.65307
8 C 0.79639 0.05182 -1.84654
9 O 0.68563 -0.16668 -3.02894
10 C 1.58856 1.16033 -1.09320
11 N 1.09394 1.32322 0.07080
12 C 0.08421 1.90345 0.53306
13 C -0.85961 2.58424 0.14988
14 C -2.16481 2.98548 0.83946
15 C -1.88994 2.95001 2.19782
16 C -0.92192 2.18834 2.96929
17 C 0.18057 1.84113 2.25580
18 O 1.28889 1.14671 2.51485
19 C 1.87911 1.04088 1.22411
20 O 2.91854 0.26968 1.26468
21 H -0.75868 2.24997 3.90692
22 H -2.91042 3.09006 2.83826
23 C -3.39114 3.58904 0.20083
24 H -3.40033 3.34122 -0.78373
25 H -4.15810 3.32310 0.40061
26 H -3.33440 4.76820 0.47550
27 H -0.97674 2.57828 -0.86446
28 H 1.36265 2.07335 -1.86987
29 H 2.60066 0.67092 -1.08680
30 H -0.30763 -3.91627 -1.71505
31 H 0.98237 -2.77617 -2.36516
32 H 1.79228 -2.55230 0.08226
33 H 0.34585 -3.70114 0.58323
34 H 1.58994 -5.50440 -0.71422
35 H 2.82016 -4.40201 -1.19323
36 H 2.40766 -4.86787 0.33422

---

Entry 2:
Below is a gas-phase ion, C5H6N (charge +1) at a distorted geometry, with properties calculated with ωB97M-V/def2-TZVPD.

Values from the calculation:
Kohn-Sham gap   8.950 eV
E_HOMO   -0.5079 hartree
LUMO level   -0.1790 Eh
Total charge   +1
Total energy   -6757.3965 eV
Maximum force   5.789 eV/Å

CARTESIAN COORDINATES (ANGSTROEM)
1 C -0.67312 0.38727 -0.90307
2 C -1.16047 0.85690 0.27936
3 C -0.40935 -0.09454 -2.11871
4 C 0.48976 -0.74395 1.06182
5 C 0.59499 0.55567 0.44281
6 N -0.36026 0.30137 1.43710
7 H 0.44414 0.20277 -2.61758
8 H -1.11876 -0.65038 -2.62330
9 H -0.10250 -1.56789 0.59268
10 H 1.29457 -1.25890 1.72524
11 H 1.55715 1.18097 0.32450
12 H -0.55615 0.83071 2.39916

---

Entry 3:
Below is a single C6H12O2 molecule at a distorted geometry, with properties calculated with ωB97M-V/def2-TZVPD.

Values from the calculation:
Kohn-Sham gap   10.290 eV
E_HOMO   -0.3435 hartree
Structure (SMILES)   CC(C)O[C@@H](C)C=O
LUMO level   0.0347 Eh
Total charge   0
Total energy   -10508.5812 eV
Maximum force   4.868 eV/Å

CARTESIAN COORDINATES (ANGSTROEM)
1 C 0.14843 -2.16162 -0.87825
2 C -0.62900 -1.15690 -0.08482
3 C -1.43079 -2.11581 0.89310
4 C 0.01185 1.08530 0.52399
5 C 1.00144 1.94023 1.33206
6 C 0.09438 1.80099 -0.83051
7 H 1.37660 -2.28296 -0.37078
8 H -0.42424 -3.13691 -0.94143
9 H 0.39587 -1.67207 -1.94775
10 H -1.31776 -0.53580 -0.63019
11 H -2.08485 -1.38659 1.49392
12 H -2.10653 -2.43754 0.02925
13 H -0.83840 -2.87315 1.39418
14 H -0.93562 1.35931 0.90634
15 H 1.12976 1.37584 2.28828
16 H 2.00390 2.01009 0.74702
17 H 0.65373 3.05187 1.46124
18 H -0.22611 2.89910 -0.77495
19 O 0.38667 -0.28995 0.57209
20 O 0.51282 1.19940 -1.74566

---

Entry 4:
Below is 2 unconnected molecules or ions with the total composition C4H2O3 at a distorted geometry, with properties calculated with ωB97M-V/def2-TZVPD.

Values from the calculation:
Kohn-Sham gap   10.048 eV
E_HOMO   -0.3653 hartree
LUMO level   0.0040 Eh
Total charge   0
Total energy   -10320.5315 eV
Maximum force   3.683 eV/Å

CARTESIAN COORDINATES (ANGSTROEM)
1 C -1.05745 -0.57980 -0.00901
2 C -0.87706 0.89921 0.05749
3 C -0.04648 -1.42108 0.12942
4 C 2.27927 0.25409 -0.35163
5 O 0.09488 1.49884 0.34236
6 O 0.68305 -2.31789 0.18300
7 O 2.85198 1.18796 -0.13905
8 H -2.06846 -0.72907 -0.08993
9 H -1.85972 1.20774 -0.12264

---

Entry 5:
Below is a single C7H10S molecule at a distorted geometry, with properties calculated with ωB97M-V/def2-TZVPD.

Values from the calculation:
Kohn-Sham gap (spin up / spin down)   9.478 / 5.830 eV
E_HOMO (spin up / spin down)   -0.3282 / -0.2746 hartree
LUMO level (spin up / spin down)   0.0202 / -0.0603 Eh
Total charge   0
Total energy   -18250.9144 eV
Maximum force   1.256 eV/Å

CARTESIAN COORDINATES (ANGSTROEM)
1 C 1.69647 -0.85201 -1.97253
2 C 1.86320 -2.09247 -1.61595
3 C -0.71003 0.99091 1.44878
4 C 0.36953 -1.05942 0.27197
5 C -1.51259 2.20950 0.98995
6 C 0.57701 -1.46117 -1.18838
7 C -0.69350 -0.05871 0.42360
8 S -0.62285 3.01219 -0.35979
9 H 2.02450 0.03453 -2.45356
10 H 2.44342 -2.98187 -1.59308
11 H 0.31225 1.29717 1.69886
12 H -1.16013 0.60635 2.37684
13 H 0.08972 -1.97077 0.82561
14 H 1.31080 -0.70459 0.70201
15 H -2.49726 1.90717 0.63186
16 H -1.63833 2.94055 1.79259
17 H -0.34858 -1.72816 -1.69156
18 H -1.50363 -0.08920 -0.28721

---

Entry 6:
Below is a single C4H4FNOS molecule at a distorted geometry, with properties calculated with ωB97M-V/def2-TZVPD.

Values from the calculation:
Kohn-Sham gap   9.769 eV
E_HOMO   -0.3423 hartree
Structure (SMILES)   O=C1N[C@@H]2[C@@H](F)[C@H]2S1
LUMO level   0.0167 Eh
Total charge   0
Total energy   -21298.8406 eV
Maximum force   4.518 eV/Å

CARTESIAN COORDINATES (ANGSTROEM)
1 C 1.66605 0.05220 0.31874
2 C 0.33436 -0.52074 -0.28936
3 C -1.80104 0.08552 -0.31339
4 C 0.46992 0.93516 0.39931
5 H 2.21087 -0.04994 1.28907
6 H 0.53009 -0.48064 -1.32646
7 H -1.03072 -1.93344 -0.26183
8 H 0.02235 0.73000 1.48877
9 N -0.94964 -0.94084 0.19835
10 O -2.98171 -0.03001 -0.44397
11 F 2.39696 0.37840 -0.86713
12 S -0.86749 1.77432 -0.19211

---

Repeat the fourth record exactly.
Below is 2 unconnected molecules or ions with the total composition C4H2O3 at a distorted geometry, with properties calculated with ωB97M-V/def2-TZVPD.

Values from the calculation:
Kohn-Sham gap   10.048 eV
E_HOMO   -0.3653 hartree
LUMO level   0.0040 Eh
Total charge   0
Total energy   -10320.5315 eV
Maximum force   3.683 eV/Å

CARTESIAN COORDINATES (ANGSTROEM)
1 C -1.05745 -0.57980 -0.00901
2 C -0.87706 0.89921 0.05749
3 C -0.04648 -1.42108 0.12942
4 C 2.27927 0.25409 -0.35163
5 O 0.09488 1.49884 0.34236
6 O 0.68305 -2.31789 0.18300
7 O 2.85198 1.18796 -0.13905
8 H -2.06846 -0.72907 -0.08993
9 H -1.85972 1.20774 -0.12264